No. 1
This record from OMol25 describes a structure of composition C14H21N2O3RuSe in a non-equilibrium geometry. The level of theory is the ωB97M-V functional and the def2-TZVPD basis.

Cartesian coordinates (Å):
1 Ru -0.894 -0.954 0.772
2 C -3.930 2.928 -0.983
3 N -3.868 1.543 -0.487
4 C -5.109 0.758 -0.315
5 C -2.748 0.999 -0.168
6 O -2.688 -0.210 0.299
7 C -1.450 1.762 -0.256
8 O -0.311 0.844 -0.053
9 C 0.525 0.613 -1.243
10 C 0.361 -0.816 -1.729
11 O -0.421 -1.590 -1.020
12 N 0.950 -1.254 -2.783
13 C 0.760 -2.638 -3.260
14 C 1.793 -0.418 -3.647
15 H -4.972 3.198 -1.113
16 H -3.433 3.011 -1.949
17 H -3.487 3.614 -0.262
18 H -5.949 1.382 -0.599
19 H -5.211 0.457 0.726
20 H -5.076 -0.125 -0.949
21 H -1.404 2.510 0.536
22 H -1.341 2.273 -1.208
23 H 1.557 0.826 -0.967
24 H 0.231 1.308 -2.027
25 H 0.133 -3.196 -2.575
26 H 1.739 -3.106 -3.347
27 H 0.292 -2.598 -4.243
28 H 1.950 0.571 -3.229
29 H 1.318 -0.329 -4.623
30 H 2.759 -0.908 -3.764
31 Se 0.312 -1.674 2.557
32 C 2.002 -1.133 3.128
33 C 3.085 -2.014 2.963
34 C 4.276 -1.707 3.520
35 C 4.448 -0.537 4.273
36 C 3.360 0.327 4.450
37 C 2.163 0.027 3.911
38 H 2.995 -2.953 2.430
39 H 5.098 -2.393 3.371
40 H 5.410 -0.316 4.714
41 H 3.447 1.236 5.028
42 H 1.326 0.682 4.120

Cartesian forces, eV/Å:
-0.51 -0.70 -1.80
-0.03 0.18 -0.11
-0.16 -0.18 0.03
-0.19 -0.05 0.00
0.50 -0.10 0.35
0.57 0.15 0.74
0.14 -0.01 0.12
-0.03 -0.06 -0.51
-0.07 0.05 0.03
-0.27 0.19 0.50
0.35 0.10 0.72
-0.10 -0.17 -0.20
0.02 -0.12 -0.02
0.11 0.09 -0.08
0.00 0.00 0.00
-0.01 0.01 -0.01
0.00 -0.01 0.00
0.01 -0.02 0.00
0.01 0.01 -0.01
-0.01 0.01 0.01
0.09 -0.04 0.08
0.07 0.01 -0.06
0.00 -0.02 0.16
-0.01 0.08 0.03
0.01 0.00 0.00
0.00 0.02 0.00
0.01 0.02 0.01
0.02 0.01 0.01
0.00 -0.02 0.01
-0.02 -0.01 0.00
0.10 0.51 0.17
-0.47 0.18 0.17
-0.88 -0.59 -0.96
1.31 0.25 0.61
-0.20 -0.18 -0.28
1.20 0.39 0.54
-1.59 -0.04 -0.25
-0.17 0.08 -0.12
0.10 0.04 0.15
0.00 0.03 0.03
0.19 -0.04 0.08
-0.09 -0.06 -0.14

Values from the calculation:
multiplicity: 1
charge: +3
HOMO level (alpha / beta): -18.193 / -18.169 eV

***

No. 2
This record from OMol25 describes a cluster of 2 separate species, C7H12Cl2Si in total in a non-equilibrium geometry. The level of theory is the ωB97M-V functional and the def2-TZVPD basis.

Cartesian coordinates (Å):
1 C 0.364 0.103 1.515
2 C 0.893 -0.725 2.461
3 C -0.165 0.730 0.550
4 C 1.604 0.292 4.244
5 C -1.005 -1.792 -1.004
6 C 1.048 0.192 -2.425
7 C -1.920 1.036 -1.877
8 Si -0.412 0.007 -1.266
9 Cl 2.779 1.504 3.748
10 Cl 0.207 1.149 4.846
11 H 1.867 -1.124 2.292
12 H 0.347 -1.208 3.320
13 H -0.168 1.848 0.718
14 H -0.238 -2.486 -1.260
15 H -1.436 -1.904 0.022
16 H -1.855 -2.214 -1.612
17 H 2.098 0.409 -1.909
18 H 1.339 -0.492 -3.262
19 H 0.899 1.092 -3.059
20 H -1.610 1.084 -2.977
21 H -2.750 0.399 -1.663
22 H -1.885 2.100 -1.400

Cartesian forces, eV/Å:
1.11 -3.32 2.77
-1.58 0.55 -0.28
0.38 2.21 -1.73
0.44 0.56 0.29
-1.65 0.22 -0.05
3.01 1.17 -0.43
3.17 1.31 -0.58
-1.83 -0.20 1.08
-0.04 -0.06 -0.06
-0.18 0.09 0.07
0.64 0.03 -0.06
0.07 0.43 -1.71
-0.15 -0.94 -0.51
0.91 -0.67 0.53
0.95 -0.06 -0.52
0.60 1.11 0.02
-2.27 -0.48 -0.72
-0.75 -0.35 1.10
-0.16 0.03 0.67
-1.26 0.20 1.18
-0.91 0.20 -0.08
-0.49 -2.02 -0.97

Values from the calculation:
multiplicity: 1
HOMO level (alpha / beta): -8.258 / -8.257 eV
energy relative to the best compared isomer or geometry (same formula, charge and spin): 88.8 kcal/mol

***

No. 3
This record from OMol25 describes a cluster of 3 separate species, C7H6Br6F8O in total in a non-equilibrium geometry. The level of theory is the ωB97M-V functional and the def2-TZVPD basis.

Cartesian coordinates (Å):
1 C -0.446 -0.279 4.366
2 C -0.210 -1.648 5.100
3 C 1.248 -2.128 5.089
4 F 1.579 -2.546 3.880
5 F 2.155 -1.218 5.532
6 F -0.550 -1.403 6.371
7 F -1.077 -2.558 4.570
8 O -0.179 -0.422 2.951
9 C 0.498 0.637 2.302
10 C 0.301 0.611 0.752
11 F -0.950 0.447 0.270
12 F 0.730 1.723 0.200
13 F -0.005 1.801 2.763
14 F 1.751 0.484 2.738
15 H 0.176 0.456 4.875
16 H -1.451 0.090 4.570
17 H 1.319 -2.956 5.794
18 H 0.948 -0.162 0.338
19 C -0.149 0.092 -8.289
20 Br -0.120 2.006 -7.755
21 Br -1.932 -0.623 -8.781
22 Br 0.683 -1.081 -6.884
23 H 0.431 0.088 -9.212
24 C -0.837 1.715 -4.381
25 Br -1.407 3.616 -4.779
26 Br -2.063 0.317 -5.167
27 Br -0.594 1.357 -2.396
28 H 0.152 1.582 -4.819

Cartesian forces, eV/Å:
0.65 -0.28 0.22
-0.54 2.57 -1.73
-0.30 -1.27 1.41
0.40 -0.06 -1.10
-0.66 0.48 -0.45
-0.17 -0.31 0.76
0.86 -0.15 0.43
-0.53 0.65 -0.99
-2.54 -1.56 2.62
1.29 -2.09 -0.01
-0.44 -0.31 1.07
0.77 2.18 -0.10
0.46 0.43 -0.19
0.88 1.08 -1.19
0.51 -0.06 -0.35
-0.27 -0.50 -0.35
-0.05 -0.28 0.01
-0.22 -0.59 0.21
-0.46 -0.09 0.55
-0.36 -1.38 -0.18
1.14 0.74 0.61
-0.73 1.11 -1.10
0.17 -0.35 0.28
-0.05 1.13 1.13
0.37 -2.08 0.44
0.99 0.90 0.36
-0.76 0.30 -2.24
-0.41 -0.19 -0.13

Values from the calculation:
multiplicity: 2
expectation value of S²: 0.76
charge: +1
HOMO level (alpha / beta): -13.178 / -13.178 eV

***

No. 4
This record from OMol25 describes an isolated molecule of C24H23N3O4 in a non-equilibrium geometry. The level of theory is the ωB97M-V functional and the def2-TZVPD basis.

Cartesian coordinates (Å):
1 C -0.430 -1.371 3.963
2 C -0.497 -1.914 2.544
3 H -0.098 -2.932 2.489
4 H -1.530 -1.915 2.176
5 O 0.264 -1.080 1.678
6 C 1.134 -1.681 0.831
7 O 1.349 -2.871 0.860
8 C 1.822 -0.679 0.011
9 C 2.915 -0.972 -0.755
10 N 3.694 0.002 -1.323
11 C 4.094 1.190 -0.675
12 C 5.423 1.575 -0.780
13 C 5.892 2.709 -0.137
14 C 5.027 3.470 0.627
15 C 3.692 3.118 0.709
16 C 3.202 1.986 0.062
17 N 1.835 1.804 0.047
18 C 1.245 0.679 -0.027
19 N -0.128 0.766 -0.185
20 C -0.988 -0.201 -0.633
21 O -0.644 -1.290 -1.050
22 C -2.392 0.221 -0.573
23 C -3.530 -0.493 -0.846
24 C -4.616 0.406 -0.598
25 C -6.005 0.309 -0.685
26 C -6.755 1.417 -0.361
27 C -6.152 2.611 0.044
28 C -4.780 2.734 0.139
29 C -4.025 1.617 -0.187
30 O -2.680 1.503 -0.170
31 H -4.309 3.652 0.450
32 H -6.775 3.457 0.289
33 H -7.832 1.370 -0.420
34 H -6.471 -0.612 -0.998
35 C -3.641 -1.902 -1.297
36 H -4.087 -1.940 -2.290
37 H -4.284 -2.461 -0.619
38 H -2.658 -2.361 -1.331
39 H -0.505 1.693 -0.028
40 H 2.995 3.717 1.273
41 H 5.384 4.349 1.141
42 H 6.929 2.989 -0.236
43 H 6.101 0.976 -1.374
44 H 4.419 -0.361 -1.931
45 C 3.286 -2.374 -1.127
46 H 4.337 -2.422 -1.425
47 C 2.389 -2.849 -2.275
48 H 2.525 -2.225 -3.156
49 H 2.627 -3.877 -2.532
50 H 1.349 -2.794 -1.966
51 H 3.125 -3.027 -0.271
52 H -0.798 -0.349 3.990
53 H 0.596 -1.381 4.321
54 H -1.040 -1.987 4.618

Cartesian forces, eV/Å:
0.06 0.02 -0.46
-0.18 -0.51 0.33
-0.17 0.21 0.02
0.13 -0.02 0.00
0.24 0.11 0.02
0.24 -0.35 0.27
-0.11 0.04 -0.10
0.43 0.27 -0.09
-0.23 -0.10 0.38
0.01 -0.12 -0.46
0.00 0.38 0.41
0.03 0.05 0.05
0.03 -0.07 -0.09
-0.02 0.06 0.07
0.16 -0.17 -0.01
0.61 -0.20 -0.05
-0.97 0.00 -0.22
0.65 0.10 -0.06
-0.55 0.31 -0.11
0.33 0.41 -0.03
-0.27 -0.08 -0.01
-1.10 -0.76 -0.30
0.87 0.29 0.13
0.27 0.67 0.22
0.16 -0.01 0.01
-0.18 -0.04 -0.02
0.05 0.02 0.01
0.33 0.03 0.02
-0.84 -0.54 -0.21
0.28 0.25 0.11
0.04 0.12 0.04
-0.03 0.08 0.03
-0.09 -0.01 -0.01
-0.08 -0.10 -0.04
0.11 -0.06 -0.01
-0.05 -0.06 -0.07
-0.06 -0.07 0.02
-0.06 -0.08 -0.03
0.08 -0.12 0.01
-0.11 0.07 0.00
0.03 0.08 0.04
0.08 0.02 -0.01
0.05 -0.08 -0.03
-0.21 0.02 0.15
0.02 -0.19 -0.06
0.00 0.07 0.08
0.04 0.00 0.10
-0.03 0.02 -0.11
0.02 -0.09 -0.07
-0.11 -0.01 -0.02
0.13 0.10 -0.08
-0.04 0.09 0.08
0.08 -0.01 0.07
-0.07 -0.05 0.09

Values from the calculation:
SMILES: CCOC(=O)C1=C(CC)Nc2ccccc2N=C1NC(=O)c1oc2ccccc2c1C
multiplicity: 1
HOMO level: -7.618 eV
energy relative to the best compared isomer or geometry (same formula, charge and spin): 25.0 kcal/mol

***

No. 5
This record from OMol25 describes the ion C4H8NO with charge +1 in a non-equilibrium geometry. The level of theory is the ωB97M-V functional and the def2-TZVPD basis.

Cartesian coordinates (Å):
1 C 2.120 0.906 -0.111
2 C 1.546 -0.227 0.119
3 C -1.110 -1.311 0.213
4 C -1.230 0.238 0.272
5 N -0.179 -0.457 -0.454
6 O -2.406 0.841 -0.207
7 H 3.058 0.868 0.458
8 H 1.894 1.877 -0.572
9 H 2.107 -1.072 0.568
10 H -0.753 -1.866 1.087
11 H -1.934 -1.860 -0.321
12 H -0.801 0.723 1.154
13 H -0.181 -0.270 -1.439
14 H -2.132 1.610 -0.766

Cartesian forces, eV/Å:
0.73 1.28 0.60
-2.52 -1.04 -0.81
-2.17 0.28 1.01
-1.31 -1.08 2.64
4.12 1.22 -0.55
2.49 -0.15 -1.33
0.16 0.31 -0.59
-0.37 -0.78 0.13
-1.55 0.04 -0.31
0.16 0.46 -0.40
1.25 0.84 0.03
-0.28 -0.13 -0.23
-0.09 -0.69 -0.85
-0.64 -0.54 0.68

Values from the calculation:
SMILES: C=C[N@H+]1C[C@@H]1O
multiplicity: 1
charge: +1
HOMO level: -15.823 eV
energy relative to the best compared isomer or geometry (same formula, charge and spin): 81.9 kcal/mol

***

Q: Look up the multiplicity of the second one.
A: 1

***

Q: multiplicity of number 2 (C7H12Cl2Si)?
A: 1